Entry 1:
44
Properties=species:S:1:pos:R:3 method="wB97M-V/def2-TZVPD" e_lumo_ev=0.39 energy_ha=-1216.6680 charge=0 mol_weight_g_mol=354.37 smiles="COCc1cc(C)nc(OCC(=O)N/N=C/c2ccc(O)cc2)c1C#N" e_above_lowest_kj_mol=295.5 e_homo_ev=-8.21 multiplicity=1
C 1.7045 0.0803 -7.1794
O 1.6046 -0.5270 -5.9179
C 0.4717 -0.1128 -5.1863
C 0.6589 -0.5370 -3.7567
C -0.1625 -1.4679 -3.1422
C 0.0861 -1.8353 -1.8239
C -0.7617 -2.8462 -1.1221
N 1.0907 -1.3182 -1.1269
C 1.8773 -0.4194 -1.6894
O 2.8849 0.0985 -0.9739
C 2.8774 -0.2292 0.3950
C 1.5852 0.2815 1.0584
O 0.8743 1.1064 0.5372
N 1.3818 -0.2855 2.2799
N 0.4258 -0.0482 3.2161
C -0.5394 0.7658 3.0331
C -1.5077 0.9881 4.0870
C -2.5598 1.8841 3.8805
C -3.4875 2.1263 4.8693
C -3.3837 1.4741 6.0963
O -4.3140 1.7411 7.0464
C -2.3399 0.5768 6.3118
C -1.4146 0.3376 5.3193
C 1.7146 0.0088 -3.0214
C 2.5773 0.9754 -3.5755
N 3.2583 1.7777 -4.0307
H 1.7980 1.1689 -7.0867
H 0.8334 -0.1522 -7.8052
H 2.6030 -0.3222 -7.6417
H 0.3745 0.9845 -5.2313
H -0.4431 -0.5589 -5.6076
H -0.9884 -1.9074 -3.6792
H -0.6306 -3.8253 -1.5808
H -0.4769 -2.9025 -0.0758
H -1.8128 -2.5760 -1.1977
H 2.9713 -1.3127 0.5319
H 3.7409 0.2859 0.8235
H 2.0503 -0.9696 2.6102
H -0.6869 1.3301 2.1161
H -2.6437 2.3948 2.9326
H -4.3013 2.8176 4.7190
H -4.1277 1.2324 7.8452
H -2.2597 0.0703 7.2652
H -0.6026 -0.3535 5.4783

=====

Entry 2:
12
Properties=species:S:1:pos:R:3 method="wB97M-V/def2-TZVPD" s2=6.005 e_lumo_ev="-11.00 / -13.51" energy_ha=-551.8700 charge=+2 mol_weight_g_mol=209.97 e_homo_ev="-21.29 / -21.18" multiplicity=5
F -3.1171 1.0119 1.2852
O 1.1539 0.1332 0.4170
C 1.2690 -0.7313 -0.5873
C -0.2780 0.5588 0.5591
O 2.3885 -1.2133 -0.7631
O 0.1746 -0.9789 -1.1959
C -0.9170 -0.1613 -0.6352
Rh 3.1790 -0.1206 0.6917
H -0.2787 1.6451 0.4727
H -0.6124 0.1900 1.5290
H -1.2484 0.5150 -1.4247
H -1.7135 -0.8486 -0.3483

=====

Entry 3:
80
Properties=species:S:1:pos:R:3 method="wB97M-V/def2-TZVPD" e_lumo_ev=1.67 energy_ha=-4475.9151 charge=-1 mol_weight_g_mol=720.25 e_above_lowest_kj_mol=247.9 e_homo_ev=-7.28 multiplicity=1
Cl 0.5301 0.4917 1.0716
O 1.4568 1.3228 0.4005
O 0.2010 -0.5750 0.2075
O 1.1315 -0.1023 2.2130
O -0.6700 1.3062 1.3961
O 3.3571 -3.2154 -1.9236
S 4.1426 -2.2408 -1.2038
O 4.3292 -2.3371 0.2795
O 5.6423 -2.1651 -1.8939
C 5.6696 -2.0933 -3.2959
C 6.7740 -2.8377 -3.9543
C 3.5264 -0.5364 -1.6007
H 5.5468 -1.0503 -3.5876
H 4.7721 -2.4965 -3.7649
H 7.6881 -2.6652 -3.3861
H 6.9390 -2.4523 -4.9604
H 6.6420 -3.9160 -4.0437
H 3.3343 -0.5183 -2.6735
H 4.3605 0.0522 -1.2188
H 2.6959 -0.3891 -0.9103
O -6.4186 -0.5242 -1.3781
S -5.0979 -0.0872 -0.9299
O -4.8728 0.5754 0.3471
O -4.1396 -1.3881 -1.1170
C -2.8742 -1.2613 -0.5510
C -2.2260 -2.6231 -0.3591
C -4.2923 1.0049 -2.2162
H -2.9034 -0.7786 0.4258
H -2.2362 -0.6142 -1.1529
H -2.2401 -3.1268 -1.3256
H -2.7533 -3.1606 0.4291
H -1.1695 -2.6749 -0.0961
H -3.3554 1.4062 -1.8298
H -4.8173 1.9129 -2.5130
H -4.1909 0.2576 -3.0031
O -4.4591 -1.8210 3.2714
S -4.3664 -0.8923 4.3733
O -5.3566 -0.9217 5.4562
O -2.8704 -1.0670 5.0358
C -1.6878 -0.9396 4.2363
C -0.4465 -0.5376 5.0681
C -4.2048 0.9352 3.8000
H -1.7924 -0.2341 3.4120
H -1.4726 -1.8834 3.7352
H -0.5561 -0.4020 6.1441
H -0.1088 0.4197 4.6710
H 0.4572 -1.1202 4.8893
H -5.1814 1.0590 3.3320
H -3.4437 1.0882 3.0348
H -4.0915 1.6127 4.6463
O 1.3166 6.3387 3.3092
S 1.6139 5.0458 3.9076
O 2.8026 4.8611 4.7027
O 0.3713 4.5084 4.8376
C -0.9959 4.7846 4.4316
C -1.8381 3.6584 4.9440
C 1.7401 3.8260 2.5618
H -0.9792 4.7673 3.3419
H -1.2675 5.7135 4.9331
H -1.5846 2.7190 4.4528
H -2.8957 3.7977 4.7202
H -1.6294 3.4447 5.9923
H 2.3931 4.2732 1.8123
H 0.7528 3.7368 2.1086
H 2.1590 2.8918 2.9358
O 2.3945 0.7514 -5.8607
S 2.0807 -0.6457 -5.7954
O 3.1130 -1.7066 -5.7126
O 1.0924 -0.8338 -4.5084
C 0.6259 -2.1257 -4.2823
C 0.0439 -2.1253 -2.8952
C 0.9301 -0.8515 -7.2795
H 1.3146 -2.9677 -4.3523
H -0.2157 -2.4106 -4.9136
H 0.8512 -1.9569 -2.1824
H -0.2442 -3.1615 -2.7180
H -0.8419 -1.4902 -2.8985
H 0.4069 -1.8002 -7.1590
H 1.4499 -0.7315 -8.2300
H 0.1387 -0.1073 -7.1901

=====

Entry 4:
43
Properties=species:S:1:pos:R:3 method="wB97M-V/def2-TZVPD" s2=3.755 e_lumo_ev="2.42 / 2.41" energy_ha=-1871.8158 charge=-1 mol_weight_g_mol=330.17 e_homo_ev="-0.65 / -4.53" multiplicity=4
Ti -17.7366 -18.7839 -17.3616
C -15.5666 -15.8067 -16.7146
C -16.3375 -15.7847 -18.0309
O -16.9775 -16.9466 -18.3662
H -16.2604 -16.0169 -15.8888
H -15.1656 -14.8097 -16.4999
H -14.8473 -16.6279 -16.6578
H -15.6635 -15.4893 -18.8618
H -17.0707 -14.9456 -17.9817
F -18.0727 -19.5805 -19.3284
C -12.0063 -17.9032 -16.5615
C -12.7461 -18.9252 -15.7277
C -12.9665 -18.4425 -14.2751
O -14.3747 -18.5377 -14.0722
C -14.9844 -18.7676 -15.2530
O -16.1565 -18.9098 -15.3734
O -14.0883 -19.0238 -16.2125
H -12.3657 -16.9035 -16.3098
H -12.1800 -18.0547 -17.6263
H -10.9269 -17.9186 -16.4003
H -12.2370 -19.8871 -15.7662
H -12.6359 -17.4118 -14.1543
H -12.5009 -19.1093 -13.5521
C -19.8891 -21.8859 -14.5341
C -18.6721 -21.4957 -15.3313
O -18.5329 -20.2708 -15.7752
C -17.5304 -22.4746 -15.4172
H -19.6974 -21.7478 -13.4482
H -20.2020 -22.9061 -14.7692
H -20.6893 -21.1942 -14.8118
H -16.6321 -21.8887 -15.6363
H -17.7099 -23.1865 -16.2422
H -17.3409 -23.1133 -14.5370
C -18.9324 -16.5406 -15.3008
C -19.9928 -17.5809 -15.5849
O -19.9690 -18.2158 -16.6162
C -21.0866 -17.7693 -14.5785
H -19.3000 -15.7537 -14.6405
H -18.6150 -16.0666 -16.2297
H -18.1166 -17.0984 -14.8281
H -21.5536 -18.7461 -14.6730
H -21.8701 -17.0082 -14.6356
H -20.6587 -17.6708 -13.5768